Molecular formula: C40H58Br2F4N4O3S
Method: DFT, ωB97M-V/def2-TZVPD

Last column: Löwdin charge in e.
CARTESIAN COORDINATES (ANGSTROEM)
1 H -2.11783 0.60615 -4.74056  0.046
2 N -2.23652 -0.18445 -4.08103  0.104
3 C -3.49503 -0.58295 -4.05641  -0.353
4 C -4.54726 0.17456 -4.99010  -0.072
5 C -3.88511 -1.79047 -3.03626  -0.099
6 C -3.08692 -1.49505 -1.68720  -0.058
7 C -1.89118 -2.42902 -1.31861  -0.188
8 O -1.60426 -3.52912 -2.19162  -0.050
9 C -0.98408 -2.25417 -0.07200  0.020
10 C -1.33697 -1.03884 0.85773  -0.351
11 C -2.52949 -0.08310 0.59730  -0.129
12 C -3.40358 -0.33056 -0.69216  -0.022
13 C -4.60768 0.67007 -0.98981  -0.090
14 C -6.05079 0.18428 -0.48208  -0.295
15 C -6.18562 -1.37616 -0.18684  -0.055
16 F -6.51811 0.99033 0.64782  -0.101
17 N -2.91745 1.07968 1.41839  -0.117
18 C -3.92392 0.75346 2.47147  -0.143
19 C -3.35897 -0.01290 3.75992  -0.091
20 C -3.33814 -1.62695 3.59191  -0.120
21 F -4.00703 -2.30861 2.54371  -0.003
22 C -2.59262 -2.32725 4.60286  -0.150
23 F -2.90734 -1.95299 5.95344  0.021
24 F -1.58560 -3.28414 4.33553  0.032
25 C -1.76544 1.84765 1.92659  -0.162
26 C -1.92241 3.40854 1.94449  0.023
27 C -0.71760 4.24952 2.42619  -0.014
28 C 0.63714 3.59983 2.88470  -0.113
29 C 1.79088 4.63188 3.30278  -0.189
30 C 2.18551 5.56189 2.05337  -0.199
31 C 2.69280 4.73461 0.75880  -0.262
32 C 2.36157 5.48160 -0.62836  -0.213
33 C 2.97469 4.76862 -1.93536  -0.209
34 C 3.63359 3.33035 -1.67843  -0.230
35 C 3.92429 2.51177 -3.05566  -0.203
36 C 4.25637 0.96584 -2.66554  -0.249
37 C 5.77434 0.53880 -2.98597  -0.137
38 C 0.80606 2.03322 2.91325  -0.164
39 C 2.17560 1.33644 3.41823  -0.678
40 Br 3.75873 1.87412 2.30087  0.676
41 C 2.41788 1.60739 5.00255  -0.700
42 C 1.08081 1.14301 5.81312  -0.124
43 Br 3.98458 0.45335 5.52971  0.592
44 C -0.41402 1.20965 2.42420  -0.315
45 S -0.30453 -0.65728 2.37116  0.904
46 H -4.03546 0.73921 -5.85932  0.083
47 H -5.35256 -0.49143 -5.44679  0.076
48 H -5.08985 0.99368 -4.37678  0.078
49 H -3.53942 -2.75037 -3.56841  0.126
50 H -5.01853 -1.79032 -2.93455  0.101
51 H -1.17594 -3.14237 -2.98809  0.112
52 H -0.10549 -2.92782 0.19451  0.107
53 H -4.43662 1.71230 -0.51774  0.128
54 H -4.68374 0.84609 -2.11778  0.093
55 H -6.79524 0.42270 -1.33478  0.142
56 H -6.01439 -2.05314 -1.08442  0.052
57 H -7.27819 -1.55850 0.14827  0.098
58 H -5.52389 -1.71337 0.67828  0.066
59 H -4.51599 1.70540 2.72384  0.138
60 H -4.68854 0.03867 1.97892  0.115
61 H -2.36188 0.36558 4.15663  0.099
62 H -4.12657 0.17360 4.60870  0.131
63 H -2.91723 3.84197 1.57944  0.104
64 H -0.80180 5.39635 2.43286  0.101
65 H 1.36063 5.25365 4.17610  0.122
66 H 2.72862 4.11942 3.70197  0.066
67 H 3.03319 6.26073 2.41795  0.119
68 H 1.32654 6.23157 1.68882  0.100
69 H 3.84744 4.71845 0.84112  0.105
70 H 2.25845 3.67914 0.69570  0.062
71 H 1.20986 5.54065 -0.71997  0.112
72 H 2.77612 6.55627 -0.51690  0.112
73 H 2.12694 4.61846 -2.69263  0.105
74 H 3.74201 5.49982 -2.39837  0.114
75 H 4.57789 3.41916 -1.02776  0.116
76 H 2.91467 2.64412 -1.08438  0.103
77 H 4.82877 2.91324 -3.62485  0.097
78 H 2.99400 2.53653 -3.74236  0.109
79 H 4.08063 0.78987 -1.53787  0.093
80 H 3.54510 0.23095 -3.19808  0.107
81 H 6.20767 -0.04089 -2.08486  0.064
82 H 5.85158 -0.14624 -3.90579  0.057
83 H 6.46882 1.45066 -3.14611  0.073
84 H 2.12600 0.18788 3.31736  0.060
85 H 2.71921 2.68212 5.22917  0.081
86 H 0.52120 0.36327 5.19608  0.069
87 H 0.42707 2.05183 6.06286  0.091
88 H 1.47223 0.72197 6.81562  0.070
89 C 9.98924 -3.09290 -2.91831  -0.065
90 N 8.55105 -2.95309 -3.01810  -0.205
91 C 7.72841 -3.32499 -1.88334  -0.043
92 C 7.94630 -2.48231 -4.14647  -0.339
93 O 6.74727 -2.34142 -4.29351  0.002
94 H 10.23253 -4.14080 -2.72444  0.088
95 H 10.35065 -2.47456 -2.09266  0.089
96 H 10.47746 -2.77747 -3.84163  0.083
97 H 7.03397 -4.11234 -2.18674  0.094
98 H 7.15147 -2.45562 -1.55858  0.083
99 H 8.34934 -3.68099 -1.06044  0.087
100 H 8.66093 -2.22956 -4.94643  0.131
101 C -5.15097 -7.06205 0.22651  -0.060
102 N -4.88794 -5.65623 -0.00181  -0.190
103 C -4.23077 -4.88549 1.03712  -0.033
104 C -5.23800 -5.03513 -1.16105  -0.298
105 O -5.04464 -3.85873 -1.41405  -0.013
106 H -5.79373 -7.16579 1.10445  0.090
107 H -4.20347 -7.57712 0.40372  0.090
108 H -5.64697 -7.51195 -0.63497  0.083
109 H -4.88179 -4.06192 1.33776  0.074
110 H -3.30055 -4.46971 0.64153  0.091
111 H -4.01287 -5.51449 1.90105  0.093
112 H -5.72960 -5.70883 -1.88132  0.135

## Properties
SMILES: [H]/N=C(\C)Cc1c(O)cc2c(c1C[C@@H](C)F)N(CCC(F)=C(F)F)c1ccc(CCCCCCCCC)c([C@@H](Br)[C@@H](C)Br)c1S2.CN(C)C=O.CN(C)C=O
LUMO level (eV): 0.049
Net charge: 0